w.
Computed, not measured: an isolated molecule of C3H5NO2S, with ωB97M-V with the def2-TZVPD basis set.

- E_HOMO: -10.17 eV

```
! wB97M-V def2-TZVPD RIJCOSX def2/J DEFGRID3
* xyz 0 1
C 0.285 1.526 -0.264
C 0.084 0.085 0.195
C 0.539 0.225 -1.043
N -1.979 -1.545 -0.060
O -2.383 0.943 -0.791
O -2.099 0.335 1.608
S -2.059 -0.089 0.239
H -0.745 1.941 -0.403
H 1.068 2.206 0.028
H 0.121 -0.445 1.090
H 0.646 -0.068 -2.008
H -2.722 -1.699 -0.673
*
```

These are the Löwdin partial charges, in e, on atoms 1 to 8: C -0.090; C -0.218; C 0.095; N -0.157; O -0.323; O -0.273; S 0.620; H 0.074

x.
Computed, not measured: an isolated molecule of C3H5NO2S, with ωB97M-V with the def2-TZVPD basis set.

- E_HOMO: -9.21 eV

```
! wB97M-V def2-TZVPD RIJCOSX def2/J DEFGRID3
* xyz 0 1
O 2.835 -0.269 -0.558
C 1.672 -0.108 -0.255
C 0.802 1.066 0.235
C -0.345 0.069 0.382
S -1.636 0.340 -0.727
O -2.678 -0.656 0.156
N 0.727 -1.047 0.004
H 1.254 1.694 0.965
H 0.634 1.736 -0.515
H -0.571 0.009 1.469
H -3.199 -1.025 -0.505
H 0.504 -1.808 -0.650
*
```

These are the Löwdin partial charges, in e, on atoms 1 to 8: O 0.074; C -0.514; C -0.096; C -0.553; S 0.956; O -0.406; N 0.104; H 0.116

Of them, x has the highest stability.

w.
Computed, not measured: a structure of composition C4H2N2, with ωB97M-V with the def2-TZVPD basis set.

- E_HOMO: -9.85 eV

```
! wB97M-V def2-TZVPD RIJCOSX def2/J DEFGRID3
* xyz 0 1
C 1.860 0.225 -0.165
C -1.500 -0.507 -0.141
C -0.442 0.454 0.053
C -0.594 -1.462 -0.006
N 2.843 0.755 0.112
N 0.611 -0.242 -0.358
H -2.603 -0.629 -0.040
H -0.176 1.406 0.546
*
```

Charges obtained by Löwdin population analysis, quoted in units of e: C -0.282; C -0.142; C -0.082; C 0.139; N 0.156; N -0.049; H 0.113; H 0.147

x.
Computed, not measured: a structure of composition C4H2N2, with ωB97M-V with the def2-TZVPD basis set.

- E_HOMO (spin up / spin down): -8.88 / -9.00 eV

```
! wB97M-V def2-TZVPD RIJCOSX def2/J DEFGRID3
* xyz 0 1
C -0.809 0.447 0.140
C 0.531 0.708 0.489
C -0.982 -0.709 -0.556
C 0.872 -1.236 -0.592
N 1.407 -0.184 0.100
N -0.263 -1.698 -1.027
H -1.625 1.097 0.402
H 0.870 1.576 1.044
*
```

Charges obtained by Löwdin population analysis, quoted in units of e: C -0.076; C -0.144; C -0.052; C -0.083; N 0.064; N 0.087; H 0.092; H 0.111

y.
Computed, not measured: an isolated molecule of C4H2N2, with ωB97M-V with the def2-TZVPD basis set.

- E_HOMO: -11.07 eV

```
! wB97M-V def2-TZVPD RIJCOSX def2/J DEFGRID3
* xyz 0 1
C 0.237 1.744 -0.075
C -0.050 0.500 -0.013
C 1.019 -0.506 0.106
N 2.004 -1.092 -0.040
C -1.220 -0.144 0.119
N -2.111 -0.911 -0.094
H -0.491 2.391 0.357
H 1.322 2.076 -0.243
*
```

Charges obtained by Löwdin population analysis, quoted in units of e: C 0.115; C -0.371; C -0.158; N 0.181; C -0.193; N 0.204; H 0.088; H 0.135

Of them, y has the highest stability.

w.
Computed, not measured: a cluster of 2 separate species, C5H10N in total, with ωB97M-V with the def2-TZVPD basis set.

- E_HOMO: -14.58 eV

```
! wB97M-V def2-TZVPD RIJCOSX def2/J DEFGRID3
* xyz 1 1
C 1.409 -0.263 -2.760
C 2.485 -0.695 -2.456
C 0.151 0.375 1.356
C -0.949 0.965 2.134
C -1.218 -0.731 -0.330
N 0.037 -0.362 0.317
H 0.983 -0.497 -0.263
H 0.603 0.297 -2.660
H 3.486 -0.999 -2.634
H 1.086 0.850 1.527
H -0.733 0.805 3.270
H -1.921 0.766 1.793
H -0.849 2.058 2.377
H -0.906 -1.403 -1.220
H -1.724 0.074 -0.779
H -1.939 -1.238 0.329
*
```

These are the Löwdin partial charges, in e, on atoms 1 to 8: C 0.023; C 0.038; C -0.068; C -0.014; C -0.031; N 0.030; H 0.187; H -0.020

x.
Computed, not measured: the ion C5H10N with charge +1, with ωB97M-V with the def2-TZVPD basis set.

- E_HOMO: -14.17 eV

```
! wB97M-V def2-TZVPD RIJCOSX def2/J DEFGRID3
* xyz 1 1
C -1.023 -2.310 1.068
C -0.154 -1.379 0.529
C -0.502 -0.333 -0.455
C 0.327 0.285 -1.527
N -0.064 1.046 -0.395
C 0.940 1.756 0.518
H -0.759 -2.996 1.828
H -2.046 -2.281 0.943
H 0.887 -1.454 0.695
H -1.620 -0.486 -0.760
H 1.365 -0.063 -1.515
H -0.143 0.586 -2.384
H -0.716 1.716 -0.560
H 0.525 2.080 1.432
H 1.817 1.055 0.567
H 1.165 2.778 0.017
*
```

These are the Löwdin partial charges, in e, on atoms 1 to 8: C 0.111; C -0.089; C -0.198; C 0.011; N -0.060; C 0.072; H 0.064; H 0.044

Of them, x has the highest stability.